Below is C23H20N2O in the gas phase, with properties calculated with wB97M-V/def2-TZVPD.

The geometry in XYZ format:
```
46
Properties=species:S:1:pos:R:3:forces:R:3:nbo_charge:R:1
C -2.918 1.329 2.854 0.04 -0.05 -0.01 -0.628
C -2.317 1.497 1.492 -0.06 0.02 -0.05 -0.012
C -3.044 1.197 0.348 0.00 -0.01 0.12 -0.219
C -2.478 1.329 -0.908 0.12 0.09 -0.07 -0.197
C -1.174 1.779 -1.047 -0.16 0.06 -0.06 -0.065
C -0.504 1.859 -2.392 -0.06 0.25 0.11 -0.242
N 0.572 0.871 -2.424 -0.41 0.03 -0.24 -0.483
C 1.860 1.312 -2.445 0.62 -0.10 -0.26 0.696
O 2.152 2.475 -2.614 0.13 0.22 0.00 -0.604
C 2.888 0.219 -2.176 0.04 0.17 -0.37 -0.342
N 2.801 -0.035 -0.769 -0.01 -0.15 0.72 -0.386
C 1.791 -0.658 -0.302 0.27 0.19 -0.42 0.264
C 1.695 -0.840 1.151 -0.05 -0.10 0.61 -0.113
C 0.461 -1.026 1.771 0.14 0.00 -0.09 -0.192
C 0.390 -1.166 3.145 -0.07 -0.03 0.14 -0.211
C 1.541 -1.122 3.913 -0.05 0.01 0.04 -0.202
C 2.771 -0.926 3.303 0.06 0.02 0.05 -0.231
C 2.848 -0.782 1.932 -0.09 -0.04 -0.09 -0.116
C 0.724 -1.216 -1.152 -0.15 0.05 -0.40 -0.150
C 0.271 -2.519 -0.944 0.03 0.01 -0.09 -0.166
C -0.688 -3.074 -1.766 -0.01 -0.09 0.03 -0.221
C -1.213 -2.329 -2.812 -0.03 0.04 0.03 -0.186
C -0.779 -1.038 -3.030 0.07 0.03 0.00 -0.251
C 0.195 -0.469 -2.212 0.08 -0.48 0.17 0.267
C -0.442 2.079 0.097 -0.05 0.03 -0.04 -0.156
C -1.006 1.938 1.348 -0.04 0.04 -0.05 -0.215
H -2.579 2.115 3.524 -0.02 0.03 0.09 0.219
H -4.005 1.348 2.806 -0.07 0.00 0.06 0.215
H -2.613 0.373 3.280 -0.02 -0.06 0.11 0.216
H -4.064 0.851 0.439 -0.11 -0.03 0.03 0.208
H -3.059 1.084 -1.786 -0.04 -0.03 -0.11 0.208
H -0.028 2.832 -2.541 -0.13 -0.18 -0.05 0.261
H -1.216 1.682 -3.201 0.05 0.05 0.05 0.199
H 2.667 -0.661 -2.796 0.07 0.03 0.04 0.203
H 3.886 0.602 -2.394 -0.23 -0.01 -0.15 0.228
H -0.444 -1.040 1.181 -0.06 0.00 -0.03 0.226
H -0.570 -1.311 3.620 -0.08 0.00 0.04 0.210
H 1.480 -1.236 4.986 0.00 -0.01 0.08 0.213
H 3.669 -0.885 3.902 0.08 0.00 0.04 0.214
H 3.794 -0.625 1.439 0.10 0.02 -0.03 0.226
H 0.695 -3.093 -0.133 0.00 -0.04 0.07 0.226
H -1.025 -4.085 -1.597 -0.02 -0.09 0.01 0.219
H -1.960 -2.760 -3.462 -0.06 -0.03 -0.06 0.218
H -1.181 -0.466 -3.853 -0.03 0.08 -0.07 0.220
H 0.579 2.421 0.000 0.16 0.04 -0.01 0.217
H -0.423 2.170 2.228 0.07 0.03 0.11 0.214
```
Forces are in eV/Å.

Computed properties:
Maximum force (eV/A): 0.73
Gap between HOMO and LUMO (eV): 9.083
SMILES: Cc1ccc(CN2C(=O)CN=C(c3ccccc3)c3ccccc32)cc1
E (eV): -29204.151
Relative energy (zero: lowest compared OMol25 entry of this formula, charge and spin) (kcal/mol): 0.00
LUMO (eV): 0.291